Entry 1:
{
  "formula": "C4H5NO2S",
  "method": "ωB97M-V/def2-TZVPD",
  "spin_multiplicity": 1,
  "e_above_lowest_kj_mol": 526.4,
  "total_energy_ha": -758.679599,
  "homo_energy_ev": -8.28,
  "total_charge": 0,
  "max_force_ev_per_a": 2.88,
  "gap_ev": 8.1,
  "elements": ["H", "H", "C", "C", "N", "S", "C", "H", "O", "H", "C", "O", "H"],
  "xyz": [[0.782, 0.660, -0.281], [1.586, -2.284, 1.766], [-2.566, 0.090, 0.214], [-0.543, -2.833, -0.126], [0.487, -2.260, 0.113], [-4.159, 0.006, 0.283], [-1.289, 0.223, 0.353], [-0.489, 0.486, -1.570], [-1.480, -3.378, -0.560], [-0.488, 2.111, -0.578], [-0.324, 0.916, -0.594], [1.071, -1.613, 1.162], [-0.902, 0.033, 1.414]]
}

=====

Entry 2:
{
  "formula": "C14H31FN2O4S",
  "method": "ωB97M-V/def2-TZVPD",
  "spin_multiplicity": 1,
  "total_energy_ha": -1460.291477,
  "homo_energy_ev": -9.65,
  "total_charge": 0,
  "max_force_ev_per_a": 9.00,
  "gap_ev": 8.6,
  "elements": ["H", "H", "H", "C", "H", "N", "O", "C", "H", "C", "H", "H", "C", "H", "H", "F", "H", "H", "H", "H", "O", "C", "H", "H", "O", "H", "N", "H", "H", "H", "C", "O", "H", "H", "C", "H", "S", "H", "C", "C", "C", "H", "C", "H", "C", "H", "H", "H", "H", "C", "C", "H", "H"],
  "xyz": [[0.158, 3.247, -5.543], [0.472, -1.957, 0.080], [-0.102, 0.252, 3.529], [0.231, -0.110, 2.441], [0.582, -0.148, 7.180], [0.026, 2.176, -0.807], [0.942, -1.562, 5.141], [-1.807, -3.748, 0.353], [1.049, 0.323, -0.197], [-1.137, 3.607, -8.054], [1.698, -2.789, 1.313], [-0.778, 0.075, -0.782], [1.880, -1.192, 5.845], [-2.702, -3.802, -1.822], [0.338, -4.596, 0.195], [1.061, 3.537, -3.174], [-2.520, -3.091, 1.014], [3.311, -2.184, 4.609], [-1.712, 1.819, -1.698], [-1.327, -1.896, 2.418], [-2.789, 3.010, -6.437], [0.552, -2.518, 1.115], [-1.901, 3.277, -8.766], [-0.244, 2.990, -8.188], [0.757, 0.827, -3.005], [1.387, 0.118, 2.376], [-1.248, 2.599, -1.165], [-1.262, 3.686, -4.568], [-0.818, -3.259, -1.763], [-0.906, 4.657, -8.250], [-0.287, -3.927, 0.939], [2.555, 2.026, -1.603], [3.893, -0.671, 5.339], [2.173, 0.612, 6.958], [-0.572, 0.848, 1.379], [-0.504, 4.914, -5.605], [1.102, 2.118, -2.207], [-0.399, 1.969, 1.742], [1.654, -0.343, 7.067], [-0.032, 0.776, -0.168], [-1.856, -3.209, -1.225], [-1.162, 3.407, -1.853], [-0.751, 3.853, -5.522], [0.278, -2.204, 3.356], [-1.661, 3.450, -6.652], [-0.295, -4.434, 2.019], [-2.286, -4.839, 0.309], [-1.730, 0.674, 1.351], [3.728, -2.153, 6.337], [3.300, -1.571, 5.517], [-0.152, -1.705, 2.361], [2.008, -0.870, 7.957], [-2.196, -2.068, -1.187]]
}

=====

Entry 3:
{
  "formula": "C3HNO3",
  "method": "ωB97M-V/def2-TZVPD",
  "spin_multiplicity": 1,
  "e_above_lowest_kj_mol": 75.0,
  "total_energy_ha": -395.348870,
  "homo_energy_ev": -12.02,
  "total_charge": 0,
  "max_force_ev_per_a": 1.47,
  "gap_ev": 11.7,
  "elements": ["O", "O", "N", "H", "C", "C", "C", "O"],
  "xyz": [[1.288, 0.130, 0.536], [-0.013, 0.097, -1.148], [-1.639, -1.422, 1.392], [1.946, -0.500, -1.308], [1.169, -0.118, -0.643], [-0.665, 0.596, 0.095], [-1.197, -0.526, 0.838], [-0.889, 1.743, 0.238]]
}

=====

Entry 4:
{
  "formula": "C5H8N2O2S",
  "method": "ωB97M-V/def2-TZVPD",
  "spin_multiplicity": 1,
  "e_above_lowest_kj_mol": 641.3,
  "total_energy_ha": -853.299116,
  "homo_energy_ev": [-9.43, -8.33],
  "total_charge": 0,
  "max_force_ev_per_a": 4.45,
  "gap_ev": [9.1, 7.9],
  "elements": ["H", "H", "O", "C", "C", "C", "H", "O", "H", "N", "H", "C", "C", "S", "H", "H", "H", "N"],
  "xyz": [[-0.630, -1.812, 0.713], [-3.266, -0.878, 0.564], [3.316, -0.716, -0.921], [-3.240, 1.865, -0.424], [-0.964, -0.777, 0.624], [-2.228, -0.338, 0.392], [4.494, -1.532, 0.355], [3.539, 1.105, 0.708], [-3.209, 2.204, -1.629], [-0.883, 1.345, -0.164], [2.832, -1.981, 0.724], [-0.153, 0.341, 0.234], [3.536, -1.800, -0.071], [2.747, 0.708, -0.410], [3.755, -2.747, -0.491], [-3.253, 2.717, 0.165], [-4.248, 1.373, -0.320], [-2.144, 0.921, -0.049]]
}